Below is C5H7IO as an isolated structure in a non-equilibrium geometry, with properties calculated with ωB97M-V/def2-TZVPD.

Structure (XYZ):
```
14
Properties=species:S:1:pos:R:3:forces:R:3
H 1.159 -1.675 1.015 -0.238 1.489 -0.652
H 1.199 1.949 -0.849 0.116 -0.542 1.034
I -1.757 -1.421 -2.049 0.005 -0.293 -0.063
C 1.141 -1.113 0.022 -4.129 0.219 0.265
H -0.866 -0.338 1.750 0.094 0.076 0.147
H 1.411 -1.816 -0.684 0.818 -1.326 -1.722
C -1.308 -0.067 0.806 -1.775 -0.243 -1.850
H -2.458 -0.122 0.755 1.896 0.624 0.385
O 1.794 0.070 -0.161 -0.151 0.405 0.018
H -1.025 1.585 -0.819 -0.872 -0.113 -0.078
C 0.951 1.223 -0.033 -1.690 -1.490 -2.633
H 1.025 1.548 0.925 0.711 1.733 2.751
C -0.694 -0.644 -0.462 3.645 0.205 2.257
C -0.570 0.823 -0.216 1.569 -0.743 0.142
```
Positions in Å, forces in eV/Å.

Summary:
Calculated total energy (Ha): -567.52845
Highest occupied orbital energy (eV): -9.10
Molecular weight (g mol⁻¹): 210.014
LUMO (eV): 0.597
Gap between HOMO and LUMO (eV): 9.701